[1]
Formula: C12H8N3O6SeTc
Source: the OMol25 dataset
Level of theory: ωB97M-V with the def2-TZVPD basis set

**Electronic energy**: -3559.63766 Ha
**Multiplicity**: 4
**Gap between HOMO and LUMO (spin up / spin down)**: 6.495 / 6.693 eV
**Net charge**: +1
**HOMO (spin up / spin down)**: -13.5 / -13.5 eV

Geometry as XYZ:
```
31
Properties=species:S:1:pos:R:3:forces:R:3:mulliken_charge:R:1
Tc 0.249 0.297 -0.123 0.4036 0.4377 -0.1460 1.866
O -1.080 -3.329 1.404 -0.0318 -0.0067 0.0025 -0.513
C -0.479 -2.375 1.021 0.0532 0.2693 -0.1171 0.249
N -0.988 -1.182 0.453 -0.8138 -0.9644 0.3683 -0.183
C -2.390 -1.062 0.298 0.3084 0.1142 -0.0297 0.330
O -3.237 -1.847 0.588 -0.0230 -0.0254 0.0121 -0.515
C -2.696 0.273 -0.321 -0.0995 -0.1426 0.0588 0.433
C -3.974 0.694 -0.600 0.0412 0.1066 -0.0457 -0.571
C -4.144 1.950 -1.175 0.0695 -0.0843 0.0419 -0.163
C -3.029 2.730 -1.447 -0.0351 -0.0367 0.0140 -0.791
C -1.773 2.247 -1.142 0.0136 0.1776 -0.0818 0.010
N -1.613 1.027 -0.583 -0.4258 0.4588 -0.2409 -0.408
C 1.020 -2.280 1.086 -0.1239 -0.1696 0.0686 0.433
C 1.812 -3.283 1.590 0.0860 0.0896 -0.0354 -0.543
C 3.191 -3.090 1.601 -0.1012 0.0468 -0.0279 -0.211
C 3.716 -1.904 1.106 -0.0316 -0.0849 0.0355 -0.805
C 2.865 -0.936 0.613 0.2079 0.1376 -0.0515 0.096
N 1.528 -1.131 0.607 0.5637 -0.2292 0.1388 -0.372
H -4.806 0.044 -0.368 0.0395 -0.0500 0.0265 0.496
H -5.137 2.311 -1.407 0.0057 0.0146 -0.0051 0.466
H -3.122 3.709 -1.893 0.0258 0.0004 0.0010 0.441
H -0.883 2.829 -1.345 0.0112 -0.0442 0.0209 0.415
H 1.348 -4.186 1.961 -0.0527 0.0173 -0.0099 0.505
H 3.843 -3.859 1.991 0.0178 0.0125 -0.0035 0.464
H 4.781 -1.721 1.099 -0.0086 0.0328 -0.0156 0.454
H 3.245 0.001 0.216 -0.0505 0.0151 -0.0070 0.426
O 2.081 3.171 -2.623 -0.2331 -0.1001 -0.6090 -0.566
Se 2.523 3.014 -1.115 0.5877 1.3724 -0.4407 1.256
O 2.015 4.104 -0.091 -0.2470 0.3148 0.5013 -0.569
O 1.312 1.602 -0.634 -0.7556 -0.9750 0.2990 -0.525
O 3.823 2.183 -0.769 0.5984 -0.7048 0.2777 -0.605
```
Positions in Å, forces in eV/Å.

---

[2]
Formula: C12H8O2S
Source: the OMol25 dataset
Level of theory: ωB97M-V with the def2-TZVPD basis set

**Electronic energy**: -1010.68245 Ha
**Multiplicity**: 1
**Gap between HOMO and LUMO**: 7.816 eV
**Relative energy (zero: lowest compared OMol25 entry of this formula, charge and spin)**: 39.8 kcal/mol
**SMILES**: c1coc(-c2ccc(-c3ccco3)s2)c1
**HOMO**: -7.5 eV

Geometry as XYZ:
```
23
Properties=species:S:1:pos:R:3:forces:R:3:mulliken_charge:R:1
C 3.621 -2.729 1.907 -0.6253 0.8888 -0.2891 -0.418
C 3.161 -1.899 2.891 0.5216 -0.6577 -0.6713 -0.389
O 2.144 -1.080 2.407 0.7471 -1.0373 0.5645 -0.322
C 1.952 -1.450 1.113 0.6609 -0.4927 -0.9548 0.462
C 0.978 -0.739 0.288 -0.1404 0.1759 0.9334 0.297
C 1.014 -0.623 -1.071 -1.0195 0.9268 -0.1353 -0.478
C -0.059 0.226 -1.571 0.3178 -0.9328 1.5640 -0.586
C -0.915 0.643 -0.546 -0.4467 0.2441 -0.7203 0.270
C -2.171 1.445 -0.731 0.9799 -0.3572 -0.2624 0.446
C -2.577 2.090 -1.860 -0.6911 0.0150 1.1868 -0.490
C -3.811 2.739 -1.496 0.0983 0.6891 -0.0562 -0.384
C -4.032 2.505 -0.166 0.7057 -0.4528 -2.0622 -0.430
O -3.051 1.642 0.298 -0.1311 0.6121 0.0379 -0.340
S -0.386 0.110 1.035 0.7028 -0.3464 -1.5942 -0.153
C 2.842 -2.429 0.724 -0.3578 0.4228 1.2240 -0.585
H 4.456 -3.413 1.987 -0.2628 0.0391 0.0758 0.397
H 3.555 -1.894 3.914 -0.8639 0.7211 -0.4548 0.419
H 1.752 -1.104 -1.724 -0.2585 0.3470 0.4392 0.337
H -0.096 0.403 -2.638 -0.5777 0.2782 0.1847 0.331
H -2.021 2.149 -2.769 0.0067 -0.0296 -0.3821 0.409
H -4.402 3.405 -2.150 0.3595 -0.5698 0.6043 0.356
H -4.853 2.902 0.405 0.2969 -0.5390 0.7183 0.447
H 2.896 -2.899 -0.244 -0.0223 0.0554 0.0497 0.402
```
Positions in Å, forces in eV/Å.

---

[3]
Formula: C12H9Cl28O3P
Source: the OMol25 dataset
Level of theory: ωB97M-V with the def2-TZVPD basis set

**Electronic energy**: -13914.95374 Ha
**Multiplicity**: 1
**Gap between HOMO and LUMO**: 8.111 eV
**SMILES**: C=COC(=O)OP(C)C.ClC(Cl)(Cl)Cl.ClC(Cl)(Cl)Cl.ClC(Cl)(Cl)Cl.ClC(Cl)(Cl)Cl.ClC(Cl)(Cl)Cl.ClC(Cl)(Cl)Cl.ClC(Cl)(Cl)Cl
**HOMO**: -8.2 eV

Geometry as XYZ:
```
53
Properties=species:S:1:pos:R:3:forces:R:3:mulliken_charge:R:1
C 3.519 0.975 1.652 0.1919 -0.0342 0.3219 -0.547
C 3.472 2.097 0.959 0.2239 -0.6183 -0.0175 -0.107
O 2.596 3.118 1.288 -0.3841 -0.2745 0.4571 -0.235
C 1.819 3.494 0.240 0.3469 1.3663 -1.6350 0.737
O 2.253 4.169 -0.662 -0.2720 -0.6086 0.7804 -0.529
O 0.513 3.171 0.256 -0.3856 -0.5448 0.3757 -0.421
P 0.066 1.753 1.099 1.4484 -1.0873 1.5734 0.369
C -1.424 2.110 2.118 -0.0479 0.4057 -1.2023 -0.848
C -0.362 0.478 -0.160 -0.1376 0.8093 -0.0971 -0.675
H 3.921 0.099 1.171 0.9012 0.0567 0.2223 0.181
H 3.216 0.895 2.682 -0.9410 -0.1767 -0.1147 0.269
H 4.187 2.244 0.162 -0.6547 0.3117 -0.7565 0.402
H -1.904 3.055 1.874 -0.1096 0.1111 0.0117 0.396
H -1.109 2.109 3.150 0.0937 0.0974 0.1985 0.047
H -2.142 1.310 1.971 -0.1302 -0.1411 -0.0319 0.359
H -0.377 0.867 -1.173 -0.2359 0.0952 -0.1675 0.223
H -1.305 0.003 0.092 -0.2196 -0.0108 -0.0898 0.436
H 0.417 -0.278 -0.120 0.0634 0.1863 0.1183 -0.009
Cl 1.616 -5.302 -0.602 -0.0073 0.0025 0.0122 -0.113
C 1.466 -3.712 0.154 0.0014 0.0216 0.0039 0.283
Cl 0.756 -3.888 1.760 0.1755 0.2048 -0.1004 -0.078
Cl 3.068 -2.975 0.290 -0.0107 0.0099 -0.0186 -0.097
Cl 0.428 -2.683 -0.837 -0.0450 -0.3116 -0.0227 0.007
Cl 4.548 6.309 3.940 0.0146 0.0035 0.0005 -0.114
C 5.260 6.203 2.323 -0.0842 0.0231 -0.0729 0.327
Cl 6.668 5.133 2.373 0.0053 0.0032 0.0098 -0.115
Cl 4.072 5.555 1.196 0.3328 0.3260 0.0474 -0.025
Cl 5.769 7.816 1.803 0.0036 -0.0225 0.0215 -0.110
Cl 1.991 -0.161 -5.691 -0.0348 -0.0147 0.0279 -0.092
C 1.324 -0.892 -4.229 0.0319 -0.0363 0.0053 0.184
Cl 1.182 -2.639 -4.456 0.0021 0.0015 -0.0102 -0.070
Cl 2.386 -0.563 -2.856 0.0896 0.0705 -0.0411 -0.027
Cl -0.273 -0.215 -3.903 0.0589 0.1028 0.1600 0.023
Cl -6.143 -0.818 -2.521 0.0306 -0.0020 -0.0109 -0.107
C -4.737 -0.965 -3.579 -0.0504 -0.0114 -0.0259 0.265
Cl -3.656 -2.217 -2.952 0.0173 0.0176 -0.0108 -0.057
Cl -5.260 -1.400 -5.209 -0.3799 0.0377 0.2305 -0.066
Cl -3.874 0.580 -3.628 0.0113 -0.0053 0.0006 -0.072
Cl -3.697 1.381 4.545 -0.0201 0.0064 0.1125 -0.084
C -2.885 1.379 6.117 -0.0395 -0.0214 0.0310 0.368
Cl -1.326 2.201 5.987 -0.0193 -0.0069 -0.0048 -0.111
Cl -3.893 2.218 7.298 0.0080 -0.0073 -0.0169 -0.100
Cl -2.627 -0.289 6.640 0.0020 0.0122 -0.0155 -0.093
Cl -2.275 -1.516 -6.155 0.3275 -0.1636 -0.3747 0.073
C -1.722 -1.684 -7.822 0.0135 0.0234 0.0261 0.258
Cl -0.420 -2.875 -7.903 -0.0169 0.0159 0.0010 -0.086
Cl -3.069 -2.216 -8.837 0.0035 0.0063 0.0026 -0.119
Cl -1.128 -0.124 -8.403 -0.0025 -0.0113 0.0078 -0.098
Cl -1.013 -6.444 2.404 -0.1770 -0.1874 0.1071 -0.037
C -2.181 -6.664 3.711 -0.0103 -0.0596 -0.0294 0.334
Cl -1.740 -5.621 5.069 0.0015 0.0014 -0.0064 -0.098
Cl -3.795 -6.230 3.137 0.0167 -0.0008 0.0078 -0.095
Cl -2.175 -8.350 4.237 -0.0010 0.0288 -0.0013 -0.104
```
Positions in Å, forces in eV/Å.

---

[4]
Formula: C12H9Cl36F2N2O3PS
Source: the OMol25 dataset
Level of theory: ωB97M-V with the def2-TZVPD basis set

**Electronic energy**: -18303.98178 Ha
**Multiplicity**: 1
**Gap between HOMO and LUMO**: 9.166 eV
**HOMO**: -9.2 eV

Geometry as XYZ:
```
66
Properties=species:S:1:pos:R:3:forces:R:3:mulliken_charge:R:1
C -0.107 0.615 -0.447 0.1669 0.3626 -0.4587 -0.974
C 1.172 1.419 -0.384 0.2139 -0.7582 0.3046 0.539
F 0.914 2.622 0.269 -0.0435 0.0647 -0.1243 -0.267
C 2.320 0.718 0.363 -0.5745 0.6975 0.2567 -0.907
N 1.839 -0.179 1.463 0.9828 0.0960 -1.0617 0.362
P 2.644 0.147 3.048 -0.9035 -1.1635 0.4813 0.044
N 1.876 1.652 3.309 0.6191 -0.3119 -0.2187 -0.433
O 4.150 0.600 2.663 -0.2100 0.7137 -0.4402 -0.431
S 2.133 -1.775 1.174 0.2103 -0.9788 2.6115 0.956
O 1.306 -2.547 2.037 -0.2520 0.1998 -0.6479 -0.533
O 3.534 -2.055 1.243 0.0022 0.2426 -0.9847 -0.579
F 1.645 -2.013 -0.280 0.0902 0.4065 -0.2519 -0.117
H -0.562 0.514 0.534 0.0646 -0.0609 0.0736 0.205
H -0.799 1.126 -1.115 -0.1243 -0.0826 0.0512 0.150
H 0.117 -0.365 -0.864 -0.1904 -0.0526 0.0166 0.234
H 1.543 1.646 -1.387 -0.1158 0.2298 -0.0153 0.285
H 2.876 1.527 0.836 0.1512 -0.0665 -0.0973 0.418
H 3.003 0.219 -0.324 -0.0967 -0.2024 0.0234 0.430
H 1.000 1.406 3.763 -0.1403 0.3394 -0.0274 0.230
H 2.426 2.219 3.945 -0.0631 0.1710 -0.0687 0.266
H 4.753 -0.115 2.894 0.0820 -0.0727 -0.0423 0.320
C -2.382 -3.285 2.841 0.0411 -0.0104 0.0240 0.342
Cl -2.097 -4.239 1.375 0.1056 0.0441 0.0908 -0.142
Cl -4.116 -3.190 3.173 0.1162 0.0361 0.1428 -0.093
Cl -1.564 -4.054 4.201 0.0069 -0.0050 -0.0108 -0.098
Cl -1.738 -1.661 2.607 -0.0664 0.1051 -0.0087 -0.042
C 0.270 6.389 -0.289 -0.0157 -0.0335 0.0525 0.184
Cl 1.667 6.999 -1.185 0.0040 0.0117 -0.0065 -0.121
Cl 0.812 5.657 1.221 -0.0044 0.0326 0.0137 -0.075
Cl -0.835 7.724 0.061 -0.0037 -0.0093 -0.0069 -0.101
Cl -0.560 5.175 -1.266 0.1052 0.2276 0.0998 0.080
C -0.772 3.428 -4.889 -0.0210 0.0501 -0.0066 0.267
Cl 0.642 4.475 -4.765 -0.0113 -0.0201 0.0292 -0.101
Cl -0.351 1.967 -5.786 -0.0103 0.0050 0.0133 -0.109
Cl -1.321 2.978 -3.263 -0.0637 -0.2461 -0.1160 -0.029
Cl -2.079 4.279 -5.705 0.1596 0.0644 -0.1539 -0.051
C 5.417 0.300 6.571 0.0688 0.0083 0.0307 0.347
Cl 3.948 0.772 5.707 0.1123 0.0691 0.6170 -0.118
Cl 4.988 -0.659 7.986 -0.0032 0.0106 -0.0236 -0.090
Cl 6.431 -0.665 5.487 -0.0081 0.0039 -0.0130 -0.119
Cl 6.300 1.743 7.074 -0.0166 -0.0172 -0.0182 -0.096
C 4.214 -3.356 -2.860 -0.0434 0.0002 0.0660 0.287
Cl 2.750 -2.892 -3.736 -0.0100 0.0102 -0.0103 -0.110
Cl 3.841 -4.668 -1.744 -0.0035 0.0508 -0.0304 -0.009
Cl 5.445 -3.890 -4.011 -0.0049 -0.0036 -0.0017 -0.113
Cl 4.818 -1.968 -1.951 0.0362 0.0452 -0.0151 -0.072
C -6.765 -4.801 0.145 0.0166 0.0318 -0.0443 0.303
Cl -5.069 -4.324 0.216 -0.2200 -0.1175 -0.2300 0.003
Cl -7.036 -5.837 -1.261 -0.0054 0.0000 0.0078 -0.106
Cl -7.184 -5.685 1.617 -0.0025 -0.0003 0.0104 -0.102
Cl -7.780 -3.359 0.017 -0.0045 -0.0002 0.0031 -0.099
C 4.009 -8.904 -1.826 0.0053 0.0031 -0.0216 0.353
Cl 3.630 -7.812 -0.488 -0.0051 -0.0481 0.0301 -0.091
Cl 2.563 -9.818 -2.264 -0.0022 0.0026 0.0029 -0.094
Cl 4.558 -7.969 -3.219 -0.0008 -0.0054 0.0073 -0.086
Cl 5.283 -10.020 -1.327 -0.0002 -0.0001 0.0049 -0.095
C -6.192 4.483 -4.652 0.0100 -0.0186 0.0001 0.315
Cl -6.590 5.673 -3.412 0.0120 0.0094 0.0017 -0.066
Cl -7.616 3.500 -5.005 0.0017 0.0057 -0.0016 -0.106
Cl -5.672 5.318 -6.123 0.0025 0.0009 -0.0181 -0.113
Cl -4.884 3.446 -4.080 -0.1104 -0.0352 -0.0588 -0.019
C -5.354 4.273 0.414 0.0499 -0.0285 0.0167 0.277
Cl -3.680 4.812 0.252 -0.0156 -0.0008 -0.0168 -0.011
Cl -5.710 3.104 -0.861 -0.0657 0.0072 0.1644 -0.070
Cl -5.583 3.515 1.994 0.0066 -0.0021 0.0018 -0.106
Cl -6.437 5.663 0.272 -0.0112 -0.0071 0.0020 -0.102
```
Positions in Å, forces in eV/Å.

---

> Which of these has the highest electronic energy?

C12H8O2S